Density functional theory data (ωB97M-V/def2-TZVPD) for a molecular structure, C20H44CuHgN2O10S2 in a non-equilibrium geometry.

Structure (ORCA input):
```
! RIJCOSX wB97M-V def2-TZVPD def2/J DEFGRID3
* xyz 2 2
Cu -4.7219 -7.3061 8.6579
Hg -1.2324 -5.5097 10.9333
C -3.9406 -3.4612 8.2126
C -3.0608 -4.5190 8.8578
O -3.3396 -5.7531 8.8588
O -1.9446 -4.1218 9.2943
H -3.2639 -2.7856 7.6926
H -4.5502 -2.9850 8.9765
H -4.5818 -3.8669 7.4301
C -1.1645 -9.8736 9.5160
C -2.0492 -8.6902 9.7490
O -1.5217 -7.5770 9.9693
O -3.2922 -8.7243 9.4599
H -0.6320 -10.1759 10.4147
H -0.4770 -9.6767 8.6981
H -1.7966 -10.7128 9.2165
C 1.8852 -6.3733 14.1631
C 0.8238 -5.6266 13.3148
C 1.4792 -4.6969 12.3076
O 0.3914 -4.0172 11.6731
C 0.6064 -2.6444 11.3391
N -0.0294 -6.6151 12.5906
H 2.2308 -7.1503 13.4729
H 1.4250 -6.8407 15.0287
H 2.7203 -5.7324 14.4283
H 0.1481 -5.1294 14.0126
H 2.0107 -5.2817 11.5538
H 2.1144 -3.9812 12.8253
H 1.5606 -2.4401 10.8555
H 0.5713 -2.0785 12.2750
H -0.2180 -2.2812 10.7311
H 0.4537 -7.5162 12.5643
H -0.8188 -6.9606 13.1419
C -2.7547 -4.2465 2.5092
C -3.2778 -3.6726 3.8159
C -3.6554 -2.2095 3.8068
O -2.5833 -1.4276 3.3393
C -2.7846 -0.0257 3.4146
N -4.3871 -4.4397 4.4038
H -2.5856 -5.3194 2.4993
H -1.9090 -3.6735 2.1301
H -3.4900 -3.9809 1.7344
H -2.4078 -3.8172 4.4817
H -3.9170 -1.9683 4.8497
H -4.5021 -1.9785 3.1481
H -3.7214 0.1875 3.9477
H -2.9100 0.4128 2.4257
H -1.9921 0.4046 4.0241
H -4.1921 -5.4355 4.3018
H -4.3674 -4.4064 5.4212
C -7.7703 -3.4559 6.2219
C -8.1857 -4.5336 5.1911
C -7.5985 -5.8560 5.6479
S -7.6789 -5.8357 7.4216
O -6.3842 -6.2497 7.9855
O -8.8784 -6.5333 7.8212
C -7.9429 -4.0497 7.6141
H -8.4019 -2.5981 6.0039
H -6.7360 -3.1983 5.9894
H -7.7727 -4.2530 4.2241
H -9.2622 -4.6664 5.0738
H -6.5296 -5.8490 5.3888
H -7.9130 -6.7998 5.2079
H -7.2621 -3.8301 8.4389
H -8.9517 -3.9414 8.0090
C 0.8700 -6.5773 5.7237
C -0.0140 -5.3423 5.9130
C 0.7639 -4.3912 6.8105
S 1.4763 -5.4800 8.0869
O 0.6129 -5.5680 9.2520
O 2.8580 -5.1613 8.3195
C 1.3211 -7.0069 7.1396
H 1.7450 -6.4290 5.0934
H 0.2963 -7.3778 5.2566
H -0.9777 -5.4529 6.4148
H -0.1385 -4.8807 4.9321
H 0.1878 -3.5859 7.2597
H 1.6440 -3.9803 6.3131
H 0.4909 -7.5703 7.5634
H 2.2742 -7.5199 7.2289
*
```

* LUMO (spin up / spin down): -6.28 / -9.46 eV
* calculated total energy: -4240.0025 Eh
* HOMO-LUMO gap (spin up / spin down): 7.31 / 4.13 eV

=====

Density functional theory data (ωB97M-V/def2-TZVPD) for a single CH6N4 molecule in a non-equilibrium geometry.

Structure (ORCA input):
```
! RIJCOSX wB97M-V def2-TZVPD def2/J DEFGRID3
* xyz 0 1
H 0.1714 -0.4665 -1.8513
N -0.8214 0.1242 -1.9318
N -1.0329 0.6167 -0.8438
C -0.0048 0.4733 0.2106
N 1.1270 -0.3859 -0.3835
N -0.5648 -0.0579 1.4104
H 0.3958 1.4772 0.3908
H 2.0120 -0.1485 0.0419
H 0.9514 -1.3680 -0.1987
H -1.1098 0.6207 1.9249
H -1.1238 -0.8853 1.2304
*
```

* LUMO: 0.91 eV
* relative energy (zero: lowest compared OMol25 entry of this formula, charge and spin): 113.4 kJ/mol
* SMILES string: [H]/N=N\C(N)N
* calculated total energy: -260.6586 Eh
* HOMO-LUMO gap: 9.33 eV

=====

Density functional theory data (ωB97M-V/def2-TZVPD) for a molecular structure, CH2I2O2 in a non-equilibrium geometry.

Structure (ORCA input):
```
! RIJCOSX wB97M-V def2-TZVPD def2/J DEFGRID3
* xyz 0 1
C 3.1349 1.2817 2.1021
O 0.0177 -0.0275 0.8816
O 3.1723 2.3925 1.7235
I 2.1592 0.8079 3.9522
I 3.6167 -0.3487 0.7980
H -0.2466 -0.4285 0.0766
H 0.6003 -0.6991 1.1892
*
```

* LUMO: -1.12 eV
* relative energy (zero: lowest compared OMol25 entry of this formula, charge and spin): 40.0 kJ/mol
* calculated total energy: -785.1544 Eh
* HOMO-LUMO gap: 8.81 eV

=====

Density functional theory data (ωB97M-V/def2-TZVPD) for a gas-phase ion, C4H11N2S (charge +1) in a non-equilibrium geometry.

Structure (ORCA input):
```
! RIJCOSX wB97M-V def2-TZVPD def2/J DEFGRID3
* xyz 1 3
C 0.4586 -0.3791 0.0343
C 0.2767 -1.0363 1.3477
C -0.7648 0.9689 -1.7467
C -1.4022 1.1770 0.4872
N 2.7543 -1.7648 1.4503
N -0.3369 0.6986 -0.3296
S 1.2961 -1.7221 2.4761
H 1.4329 0.0621 0.1734
H 0.4993 -1.0747 -0.7883
H -0.7385 -1.0954 1.9412
H 0.0401 0.6003 -2.5185
H -1.0681 2.0074 -1.7888
H -1.6232 0.3005 -2.0653
H -1.6210 2.2244 0.3636
H -2.4465 0.7626 0.3279
H -0.8929 1.0965 1.4302
H 3.5313 -1.4351 2.0921
H 2.9479 -2.8095 1.2553
*
```

* LUMO (spin up / spin down): -2.78 / -7.15 eV
* relative energy (zero: lowest compared OMol25 entry of this formula, charge and spin): 160.1 kJ/mol
* calculated total energy: -666.2745 Eh
* HOMO-LUMO gap (spin up / spin down): 8.08 / 6.68 eV

=====

Density functional theory data (ωB97M-V/def2-TZVPD) for a molecular structure, C52H36GeN11STc in a non-equilibrium geometry.

Structure (ORCA input):
```
! RIJCOSX wB97M-V def2-TZVPD def2/J DEFGRID3
* xyz 2 1
Tc 0.4031 0.3672 0.1940
C 1.8548 4.0197 1.5197
C 1.1849 4.0579 2.7311
C 0.8950 2.8947 3.4574
C 1.2849 1.7074 2.9071
C 1.3779 0.2495 3.2846
N 2.7797 -0.0755 3.6843
C 3.3349 -0.2052 2.5389
C 4.6881 -0.2558 1.9652
C 5.8155 -0.5467 2.7082
C 7.0760 -0.4386 2.1293
C 7.2187 -0.0037 0.8200
C 6.0995 0.2840 0.0517
C 4.8252 0.1290 0.5880
C 3.6550 0.2385 -0.2973
N 3.5784 0.8812 -1.4155
C 2.4126 0.8931 -2.1513
N 1.1782 0.6414 -1.7355
C 0.4556 0.1925 -2.8757
N -0.3307 -0.8380 -2.9034
C -0.1369 -1.7378 -1.8662
N 0.2913 -1.4267 -0.6685
C 1.3938 -2.3033 -0.4248
N 2.5363 -1.8789 -0.0361
C 2.3039 0.0683 1.5231
N 1.0199 -0.3216 2.1356
C 1.9732 1.6537 1.6461
C 2.2739 2.8103 0.9500
C 1.1169 -3.5387 -1.1888
C 1.6814 -4.7913 -1.1918
C 1.2125 -5.6926 -2.1497
C 0.2521 -5.3250 -3.0858
C -0.2893 -4.0404 -3.1025
C 0.1417 -3.1686 -2.1261
C 1.1537 0.7068 -4.0738
C 0.8403 0.7185 -5.4116
C 1.8329 1.1680 -6.2879
C 3.0888 1.5471 -5.8305
C 3.4138 1.4893 -4.4737
C 2.4203 1.0799 -3.6112
N 2.5044 -0.4468 0.2003
H 2.0706 4.9432 1.0007
H 0.8895 5.0160 3.1371
H 0.3799 2.9336 4.4066
H 5.7028 -0.8486 3.7408
H 7.9533 -0.6854 2.7112
H 8.2054 0.0999 0.3906
H 6.1999 0.5796 -0.9839
H 2.8218 2.8127 0.0186
H 2.4504 -5.0656 -0.4837
H 1.6077 -6.6989 -2.1665
H -0.0763 -6.0488 -3.8190
H -1.0231 -3.7463 -3.8401
H -0.1320 0.4098 -5.7690
H 1.6208 1.2143 -7.3472
H 3.8287 1.8918 -6.5391
H 4.3953 1.7669 -4.1156
N -1.4086 -3.0413 1.2927
N -1.3952 -3.1746 2.6788
C -0.2489 -3.2687 3.3848
N -0.4121 -3.4838 4.7024
S 1.2880 -3.1195 2.7320
H -1.9123 -2.2002 1.0303
H -1.8589 -3.8470 0.8747
H -2.2765 -3.2468 3.1679
H -1.2991 -3.7279 5.1118
H 0.4130 -3.5439 5.2724
C -1.1877 0.8659 0.0908
Ge -3.1167 1.1106 0.5058
C -3.9466 2.6008 -0.3730
C -5.1226 2.4131 -1.0963
C -5.7954 3.5040 -1.6307
C -5.2967 4.7836 -1.4439
C -4.1211 4.9798 -0.7299
C -3.4497 3.8930 -0.1939
C -3.0122 1.3386 2.4335
C -2.1926 0.5076 3.2004
C -2.0792 0.6901 4.5699
C -2.7833 1.7156 5.1913
C -3.6006 2.5467 4.4416
C -3.7148 2.3595 3.0686
C -3.7896 -0.6394 0.0187
C -3.5611 -1.1488 -1.2619
C -4.0876 -2.3765 -1.6366
C -4.8529 -3.1064 -0.7352
C -5.0866 -2.6108 0.5391
C -4.5555 -1.3828 0.9156
H -5.5212 1.4155 -1.2423
H -6.7100 3.3545 -2.1885
H -5.8249 5.6334 -1.8551
H -3.7343 5.9802 -0.5886
H -2.5370 4.0551 0.3704
H -1.6217 -0.2853 2.7254
H -1.4437 0.0350 5.1543
H -2.6960 1.8635 6.2597
H -4.1540 3.3408 4.9246
H -4.3564 3.0176 2.4941
H -2.9789 -0.5791 -1.9797
H -3.9183 -2.7571 -2.6358
H -5.2794 -4.0553 -1.0322
H -5.6955 -3.1731 1.2350
H -4.7492 -0.9976 1.9109
*
```

* LUMO (spin up / spin down): -7.17 / -7.17 eV
* relative energy (zero: lowest compared OMol25 entry of this formula, charge and spin): 955.6 kJ/mol
* calculated total energy: -5160.6161 Eh
* HOMO-LUMO gap (spin up / spin down): 5.16 / 5.16 eV

=====

Density functional theory data (ωB97M-V/def2-TZVPD) for a molecular structure, C16H17IN4O4Pt.

Structure (ORCA input):
```
! RIJCOSX wB97M-V def2-TZVPD def2/J DEFGRID3
* xyz 0 1
Pt 0.1906 0.2053 -0.6136
O 1.3909 0.3211 3.1366
C 1.1265 0.0686 1.9879
O 0.1130 0.5915 1.3364
C 1.9942 -0.9300 1.1579
O 2.9049 -1.5357 1.6561
O 1.6459 -1.0413 -0.1111
C 1.1425 -1.1982 -6.7323
C 0.9098 -0.8590 -5.2905
C 1.5384 -1.5439 -4.2621
C 1.2945 -1.2039 -2.9438
N 0.4546 -0.2180 -2.6061
C -0.1555 0.4554 -3.5916
C 0.0436 0.1683 -4.9225
H 1.8819 -1.9893 -6.8389
H 1.4916 -0.3231 -7.2817
H 0.2149 -1.5301 -7.2013
H 2.2283 -2.3500 -4.4727
H 1.7756 -1.7102 -2.1177
H -0.8185 1.2539 -3.2921
H -0.4782 0.7500 -5.6713
I -3.1166 -0.6327 -1.5611
C -2.5743 1.3263 -1.1233
C -3.5533 2.3073 -1.1174
C -3.1901 3.6093 -0.8208
C -1.8627 3.8889 -0.5381
C -0.9441 2.8606 -0.5627
N -1.2911 1.5952 -0.8616
H -4.5770 2.0428 -1.3347
H -3.9387 4.3902 -0.8064
H -1.5332 4.8880 -0.2927
H 0.1051 3.0043 -0.3347
C 3.4167 3.1703 3.3719
N 3.0327 4.0717 2.2779
C 2.2483 5.2380 2.6665
C 2.6471 3.4519 1.1636
N 2.3070 2.8337 0.2491
H 4.0259 3.7307 4.0798
H 4.0013 2.3477 2.9695
H 2.5391 2.7607 3.8786
H 2.8239 5.8175 3.3867
H 1.2944 4.9500 3.1204
H 2.0610 5.8570 1.7919
*
```

* LUMO: -0.20 eV
* relative energy (zero: lowest compared OMol25 entry of this formula, charge and spin): 18.9 kJ/mol
* calculated total energy: -1556.9235 Eh
* HOMO-LUMO gap: 8.11 eV